A molecular structure, C9H12BCl2CrF4O17 at a distorted geometry. Source: OMol25; level of theory: ωB97M-V/def2-TZVPD.

Structure (XYZ):
```
46
C9H12BCl2CrF4O17 (ωB97M-V/def2-TZVPD)
Cr -2.114 0.452 0.397
Cl -4.149 -1.722 1.032
O -4.070 -0.771 0.053
O -3.161 -1.051 1.837
O -5.456 -1.814 1.513
O -3.775 -3.006 0.472
Cl -2.645 1.201 -3.281
O -3.756 2.030 -3.649
O -2.675 1.200 -1.803
O -2.934 -0.134 -3.802
O -1.450 1.865 -3.725
B -2.747 2.214 2.113
F -3.762 1.548 2.568
F -2.668 3.454 2.657
F -1.680 1.311 2.205
F -2.896 2.236 0.754
C 2.598 3.110 -0.650
C 2.949 1.704 -0.328
O 1.736 1.076 0.015
C 0.718 1.870 -0.292
O -0.438 1.499 -0.227
O 1.218 3.018 -0.714
H 2.968 3.471 -1.610
H 2.956 3.873 0.042
H 3.591 1.733 0.552
H 3.458 1.180 -1.137
C 1.284 -1.596 -3.190
C 1.214 -2.842 -2.278
O 0.563 -2.489 -1.110
C -0.255 -1.478 -1.507
O -1.233 -1.044 -0.928
O 0.142 -1.028 -2.662
H 1.099 -1.776 -4.249
H 2.187 -0.993 -3.097
H 2.258 -3.100 -2.103
H 0.699 -3.663 -2.776
C 2.903 -1.291 2.505
C 2.123 -1.041 3.792
O 0.830 -0.905 3.422
C 0.692 -1.148 2.148
O -0.210 -0.757 1.429
O 1.849 -1.502 1.618
H 3.448 -2.219 2.681
H 3.743 -0.604 2.401
H 2.476 -0.228 4.427
H 2.371 -1.843 4.488
```

Calculated values
Max |F| in eV/A: 9.8
Highest occupied orbital energy (alpha / beta) in Eh: -0.341 / -0.342
2S+1: 4
Relative energy (zero: lowest compared OMol25 entry of this formula, charge and spin) in kJ/mol: 328.0

Here are the Löwdin charges for atoms 1 to 8, given in e: 1.34, 0.67, -0.35, -0.36, -0.23, -0.28, 0.70, -0.32